Entry 1:
86
Properties=species:S:1:pos:R:3:forces:R:3:lowdin_charge:R:1 method="wB97M-V/def2-TZVPD" total_charge=-1 homo_lumo_gap_ha=0.179
N 0.757 -2.296 -2.008 0.62 -0.13 -0.04 -0.05
C 1.254 -1.006 -2.549 -0.61 0.52 0.01 -0.40
C 0.150 -0.214 -3.253 -0.43 -0.89 0.74 -0.33
In -1.759 -0.668 -2.122 0.71 0.59 -0.06 0.32
P -2.387 -3.055 -2.876 -0.84 0.87 -0.78 0.44
O -3.603 -3.150 -3.787 0.05 -0.26 0.34 -0.68
H 0.847 -3.023 -2.710 -0.12 0.03 -0.11 0.04
H 1.391 -2.571 -1.265 -0.13 -0.14 0.12 0.06
H 1.544 -0.400 -1.692 0.14 -0.07 0.23 0.10
H 2.148 -1.113 -3.164 -0.35 -0.20 0.25 0.04
H 0.362 0.847 -3.189 -0.01 0.17 -0.39 0.00
H 0.003 -0.565 -4.274 0.12 0.29 -0.28 0.01
H -3.019 0.528 -2.569 -0.08 -0.21 -0.04 -0.13
H -1.378 -0.581 -0.389 -0.30 -0.07 -0.12 -0.12
H -2.507 -3.875 -1.710 0.31 -0.33 -0.20 -0.09
H -1.304 -3.653 -3.598 0.17 -0.19 0.57 -0.09
C -3.109 3.968 -3.930 -0.09 -0.22 0.14 0.03
N -1.838 3.249 -3.652 -0.05 -0.18 -0.01 -0.45
O -1.275 2.729 -4.594 0.03 0.06 -0.01 0.05
O -1.457 3.227 -2.504 0.12 0.16 0.00 0.05
H -3.321 3.896 -4.982 0.04 -0.06 -0.07 0.05
H -3.885 3.487 -3.341 0.07 0.01 0.10 0.10
H -2.970 5.002 -3.626 -0.01 -0.02 0.08 0.09
C -1.852 -0.185 3.161 0.27 0.12 -0.30 0.03
N -0.882 -1.201 2.673 -0.01 0.07 -0.09 -0.45
O -0.089 -0.862 1.830 0.26 -0.11 0.21 0.03
O -0.967 -2.318 3.164 0.02 0.07 0.01 0.03
H -1.661 0.746 2.640 0.03 -0.05 -0.07 0.10
H -2.843 -0.554 2.943 -0.03 -0.09 0.02 0.09
H -1.693 -0.077 4.227 -0.04 -0.08 0.05 0.07
C -4.307 -1.139 6.971 0.06 -0.03 0.19 0.06
N -3.713 -0.180 6.002 0.07 -0.01 -0.04 -0.43
O -2.871 0.597 6.410 0.01 0.04 0.05 0.05
O -4.098 -0.241 4.855 -0.35 0.05 0.29 0.06
H -3.861 -0.966 7.942 0.05 0.04 -0.03 0.09
H -5.378 -0.958 6.991 -0.01 -0.05 -0.10 0.10
H -4.088 -2.140 6.612 -0.06 0.01 -0.07 0.11
C 5.049 -1.737 -5.517 -0.10 -0.03 -0.28 0.03
N 4.070 -1.134 -4.572 0.06 -0.03 -0.18 -0.44
O 3.070 -0.642 -5.048 0.27 0.10 -0.07 0.08
O 4.351 -1.187 -3.392 0.18 0.09 -0.12 0.07
H 4.666 -1.619 -6.524 -0.08 0.03 0.03 0.09
H 5.991 -1.212 -5.392 0.01 -0.03 0.11 0.08
H 5.149 -2.785 -5.256 0.07 0.03 0.10 0.09
C 0.749 1.132 7.475 0.03 0.20 -0.15 0.05
N -0.019 0.190 8.326 0.03 0.17 -0.10 -0.43
O -0.333 0.555 9.443 -0.03 -0.14 -0.01 0.06
O -0.285 -0.891 7.844 -0.04 -0.06 0.11 0.05
H 0.914 2.045 8.033 -0.02 -0.03 0.06 0.10
H 1.689 0.643 7.225 -0.25 0.12 0.04 0.06
H 0.156 1.320 6.584 -0.03 -0.09 0.00 0.10
C 8.682 -3.985 -5.641 0.12 -0.02 -0.15 0.05
N 8.308 -2.665 -5.062 0.07 0.01 0.03 -0.45
O 8.759 -1.667 -5.589 -0.08 -0.04 0.02 0.07
O 7.569 -2.680 -4.102 0.14 -0.03 0.00 0.06
H 9.337 -3.816 -6.487 0.00 0.06 0.01 0.09
H 9.183 -4.551 -4.863 -0.10 -0.03 0.05 0.10
H 7.764 -4.477 -5.948 -0.02 -0.03 0.10 0.10
C 4.408 -1.754 6.043 0.08 -0.05 -0.15 0.06
N 4.063 -0.443 6.654 0.06 0.00 -0.04 -0.44
O 4.499 0.561 6.137 -0.05 -0.01 0.06 0.09
O 3.350 -0.464 7.643 0.24 -0.15 -0.03 0.03
H 5.038 -1.574 5.180 -0.01 0.07 0.00 0.10
H 4.930 -2.336 6.797 -0.10 -0.02 0.05 0.10
H 3.477 -2.234 5.757 -0.02 -0.02 0.09 0.11
C -4.463 7.703 -6.329 -0.11 0.15 0.04 0.05
N -4.767 6.267 -6.088 -0.05 -0.02 0.00 -0.44
O -5.862 5.984 -5.647 0.07 0.00 -0.02 0.07
O -3.887 5.474 -6.352 -0.14 0.18 -0.24 0.05
H -5.330 8.289 -6.050 -0.03 -0.06 0.02 0.09
H -3.603 7.960 -5.718 0.07 -0.05 -0.07 0.10
H -4.235 7.814 -7.384 0.11 -0.04 0.02 0.10
C -2.935 1.852 -7.862 0.12 0.08 0.29 0.06
N -2.416 2.771 -8.914 -0.02 -0.01 0.03 -0.45
O -1.613 3.617 -8.588 -0.04 0.00 -0.08 0.06
O -2.841 2.610 -10.044 0.02 0.03 0.03 0.04
H -2.471 2.113 -6.916 0.05 0.02 -0.03 0.08
H -4.012 1.984 -7.823 -0.01 -0.07 -0.08 0.10
H -2.678 0.840 -8.157 -0.08 0.00 -0.06 0.10
C -1.053 -2.209 10.899 0.04 -0.04 -0.20 0.03
N -1.845 -3.412 11.278 0.03 0.01 0.01 -0.45
O -2.151 -4.191 10.399 -0.02 0.02 0.07 0.06
O -2.136 -3.533 12.452 0.00 -0.01 -0.04 0.05
H -0.870 -2.234 9.832 -0.05 -0.03 -0.01 0.07
H -1.634 -1.334 11.171 0.04 0.01 0.08 0.10
H -0.122 -2.244 11.456 -0.06 0.05 0.10 0.10

Entry 2:
63
Properties=species:S:1:pos:R:3:forces:R:3:lowdin_charge:R:1 method="wB97M-V/def2-TZVPD" de_lowest_kcal_mol=0.0 total_charge=+1 homo_lumo_gap_ha="0.292 / 0.105" multiplicity=2 s2=0.754
C -0.263 0.793 4.864 0.98 1.11 -0.24 -0.13
O -0.628 1.009 3.524 -0.72 -0.93 -0.89 -0.21
C -1.340 -0.135 2.975 0.15 1.78 -0.43 -0.17
C -1.518 0.024 1.437 0.21 0.54 0.61 -0.21
N -2.179 1.240 0.963 -2.26 -0.67 -0.76 -0.03
C -3.692 1.051 0.878 1.24 0.23 0.81 -0.18
C -4.354 2.392 0.720 -1.06 0.82 0.72 -0.21
O -4.197 3.199 1.907 1.37 0.06 -0.73 -0.20
C -4.526 4.586 1.873 -0.69 -0.44 1.10 -0.10
H 0.303 -0.137 4.910 -0.02 -0.11 0.55 0.08
H -1.023 0.899 5.638 -0.67 -0.61 -0.33 0.09
H 0.376 1.650 5.074 0.47 -0.23 0.17 0.09
H -2.309 -0.097 3.473 -0.27 -0.55 -0.10 0.12
H -0.792 -1.043 3.226 -0.05 -0.24 -0.04 0.11
H -2.091 -0.839 1.097 -0.14 -0.03 -0.05 0.09
H -0.588 -0.008 0.869 0.52 -0.27 0.61 0.08
H -2.043 2.068 1.526 0.38 -0.17 0.40 0.10
H -4.008 0.511 1.770 -0.38 0.18 0.28 0.11
H -4.005 0.427 0.041 0.45 0.00 -0.29 0.11
H -5.442 2.370 0.664 -0.17 -0.81 -0.66 0.12
H -3.986 2.800 -0.222 0.30 0.68 0.15 0.12
H -5.425 4.834 1.310 0.00 -0.28 -0.44 0.08
H -3.742 5.310 1.649 0.42 -0.46 -0.46 0.08
H -4.798 4.761 2.914 0.01 0.32 0.05 0.09
C 2.759 -3.781 2.685 0.57 -1.44 -0.67 -0.10
O 3.448 -3.062 1.710 0.53 1.62 -1.56 -0.22
C 2.615 -2.356 0.759 1.68 -1.94 1.26 -0.13
C 3.584 -2.060 -0.436 -0.63 1.73 0.84 -0.07
N 3.421 -0.716 -1.042 2.21 -2.82 -2.96 0.23
C 4.372 -0.499 -2.263 -0.87 2.48 0.24 -0.04
C 4.313 1.008 -2.849 -1.22 -1.69 -0.13 -0.12
O 2.940 1.414 -3.160 2.27 -1.73 0.15 -0.22
C 2.593 2.552 -2.453 -0.97 1.06 0.90 -0.12
H 2.165 -4.546 2.185 -0.88 0.19 0.08 0.09
H 2.199 -3.160 3.384 0.14 -0.19 0.17 0.10
H 3.575 -4.405 3.051 -0.25 0.34 1.19 0.10
H 2.154 -1.560 1.342 -0.17 0.60 -0.88 0.13
H 1.911 -3.120 0.428 -0.63 0.52 -0.22 0.13
H 3.293 -2.762 -1.218 -0.18 0.01 -0.55 0.16
H 4.653 -2.228 -0.305 -0.16 -0.05 0.75 0.14
H 2.462 -0.575 -1.328 -0.94 1.12 0.37 0.13
H 4.052 -1.221 -3.014 -0.59 -0.01 -0.01 0.14
H 5.429 -0.721 -2.112 -0.19 -0.12 0.93 0.13
H 4.856 1.036 -3.793 0.17 -0.27 0.11 0.13
H 4.838 1.646 -2.138 -0.45 0.28 0.04 0.13
H 1.528 2.713 -2.620 0.06 0.19 0.00 0.10
H 3.154 3.436 -2.758 0.06 0.01 -0.09 0.10
H 2.729 2.386 -1.385 0.02 0.18 0.23 0.10
O -2.163 -3.527 0.077 0.44 -0.70 0.60 -0.07
H -2.187 -2.772 -0.511 -0.30 0.42 -0.46 -0.04
H -2.680 -3.257 0.836 -0.14 -0.06 0.20 0.02
O -2.752 -1.639 -1.740 -0.14 0.58 0.53 -0.05
H -3.501 -2.039 -2.180 -0.26 -0.10 -0.08 0.07
H -2.026 -1.746 -2.355 0.33 -0.25 -0.71 -0.01
O -0.155 0.038 -1.566 0.82 -0.32 0.01 -0.05
H -0.315 0.527 -2.373 -0.27 0.47 -0.25 0.00
H -1.028 -0.120 -1.204 -0.45 0.04 0.38 0.01
O 0.320 0.762 -4.181 -0.36 -0.25 0.11 -0.03
H 1.106 0.604 -3.658 0.67 0.08 -0.01 0.01
H 0.584 1.426 -4.818 -0.06 0.18 -0.28 0.07
O -0.915 -1.939 -3.780 0.10 -0.26 0.13 -0.04
H -0.458 -1.103 -3.691 0.11 0.40 -0.15 -0.01
H -0.599 -2.298 -4.609 -0.12 -0.20 -0.22 0.06